C24H15Cl5CuN3O | ωB97M-V/def2-TZVPD

```
49
Properties=species:S:1:pos:R:3
Cu -5.35 -15.18 -6.22
O -5.32 -17.65 -7.08
C -4.79 -18.31 -5.93
C -5.48 -17.72 -4.64
C -5.74 -18.52 -3.54
C -6.39 -17.93 -2.46
C -6.81 -16.61 -2.55
C -6.58 -15.91 -3.68
N -5.91 -16.44 -4.72
H -4.99 -18.05 -7.91
H -3.72 -18.13 -5.82
H -5.01 -19.40 -5.96
H -5.44 -19.52 -3.58
H -6.42 -18.46 -1.52
H -7.25 -16.10 -1.68
H -6.94 -14.89 -3.82
Cl -2.49 -15.71 -3.92
C -2.27 -14.93 -5.40
C -3.30 -14.92 -6.34
C -3.09 -14.46 -7.61
Cl -4.25 -14.91 -8.86
C -1.92 -13.80 -7.93
Cl -1.69 -13.16 -9.54
C -0.89 -13.73 -6.97
Cl 0.54 -12.74 -7.17
C -0.98 -14.40 -5.73
Cl 0.34 -14.71 -4.72
C -5.68 -11.25 -4.33
C -5.28 -12.57 -4.62
N -5.86 -13.31 -5.55
C -7.02 -12.90 -6.13
C -7.51 -11.59 -5.85
C -6.81 -10.82 -4.94
C -8.69 -11.18 -6.58
C -9.33 -11.97 -7.47
C -8.85 -13.29 -7.68
C -9.52 -14.22 -8.50
C -8.95 -15.43 -8.84
C -7.74 -15.75 -8.22
N -7.14 -14.94 -7.34
C -7.66 -13.75 -7.05
H -5.05 -10.66 -3.65
H -4.45 -13.03 -4.05
H -7.25 -9.86 -4.74
H -9.06 -10.16 -6.38
H -10.18 -11.55 -7.98
H -10.48 -13.99 -8.95
H -9.42 -16.04 -9.58
H -7.27 -16.72 -8.39
```

Summary:
Spin multiplicity: 2
Strongest force on any atom: 0.0555 Eh/bohr
Net charge: +1
Frontier orbital gap (spin up / spin down): 7.67 / 7.15 eV
Calculated total energy: -138895.6707 eV